Entry 1:
{
  "formula": "C5H14N2",
  "method": "ωB97M-V with the def2-TZVPD basis set",
  "species": ["C", "N", "C", "C", "H", "H", "H", "H", "H", "H", "H", "C", "C", "N", "H", "H", "H", "H", "H", "H", "H"],
  "positions_angstrom": [[1.57402, 0.97444, -1.57410], [1.34733, 0.78954, -0.35021], [1.48180, 1.97585, 0.51312], [1.05477, 1.66620, 1.93272], [1.83172, 1.95085, -1.99404], [1.50598, 0.13245, -2.26102], [2.52503, 2.29972, 0.49163], [0.89334, 2.80295, 0.10531], [1.08179, 2.55602, 2.55714], [0.03046, 1.28578, 1.95079], [1.69403, 0.90010, 2.37070], [-1.69748, -1.04527, 0.82659], [-1.86176, -2.23099, -0.10536], [-1.46109, -1.85929, -1.47198], [-2.19918, -0.16878, 0.40439], [-2.11730, -1.24346, 1.81440], [-0.64912, -0.78875, 0.96553], [-1.26659, -3.06650, 0.26625], [-2.90893, -2.54087, -0.10770], [-0.81245, -1.08036, -1.41828], [-0.95742, -2.60969, -1.92847]],
  "mulliken_charge": [-0.360, -0.324, -0.379, -1.068, 0.288, 0.278, 0.364, 0.360, 0.370, 0.194, 0.296, -1.109, -0.223, -0.613, 0.335, 0.425, 0.210, 0.239, 0.252, 0.229, 0.235],
  "molar_mass_g_mol": 102.2,
  "fmax_ev_per_a": 0.28,
  "lumo_ev": 1.11,
  "e_homo_ha": -0.3318,
  "homo_lumo_gap_ev": 10.14,
  "energy_ev": -8391.262,
  "de_lowest_ev": 1.357
}


Entry 2:
{
  "formula": "C32H33ClI2N2O3Tl",
  "method": "ωB97M-V with the def2-TZVPD basis set",
  "species": ["Tl", "I", "C", "C", "C", "I", "C", "O", "C", "C", "N", "C", "C", "C", "C", "C", "C", "N", "C", "H", "H", "H", "H", "H", "H", "H", "H", "H", "H", "H", "C", "C", "C", "C", "C", "C", "C", "C", "C", "C", "C", "C", "H", "H", "H", "H", "H", "H", "H", "H", "H", "H", "H", "H", "H", "H", "H", "H", "H", "H", "Cl", "C", "C", "C", "C", "C", "C", "C", "O", "O", "H", "H", "H", "H"],
  "positions_angstrom": [[1.32198, 0.10160, -0.47538], [0.93248, 1.18910, 7.27372], [1.43648, 0.97050, 5.25792], [2.19678, -0.15050, 4.86782], [2.53608, -0.30050, 3.55952], [3.60988, -1.93050, 2.84562], [2.22128, 0.71040, 2.56432], [2.81868, 0.78350, 1.48872], [1.23028, 1.70710, 2.98412], [0.90708, 2.76970, 1.96592], [0.17478, 2.27610, 0.80142], [-1.26512, 2.18660, 1.04992], [-1.90532, 0.85880, 0.72702], [-3.12512, 0.56130, 1.33332], [-3.73002, -0.65230, 1.07912], [-3.10642, -1.53090, 0.20322], [-1.91172, -1.14210, -0.37468], [-1.32512, 0.02500, -0.12208], [0.98558, 1.89950, 4.33642], [2.50698, -0.87610, 5.60352], [0.37368, 3.59600, 2.45762], [1.87528, 3.15260, 1.61932], [0.34098, 2.91640, 0.03042], [-1.45272, 2.37120, 2.11212], [-1.80492, 2.95800, 0.48072], [-3.57522, 1.28110, 1.99792], [-4.66352, -0.90660, 1.55912], [-3.54582, -2.48800, -0.02198], [-1.39722, -1.78830, -1.07208], [0.37648, 2.73370, 4.65152], [2.93448, -1.30120, -3.47708], [1.82738, -0.29280, -3.56428], [0.50018, -0.71850, -3.72148], [0.21978, -2.17490, -3.97148], [-0.54012, 0.21040, -3.67188], [-1.95172, -0.25020, -3.89088], [-0.25722, 1.57160, -3.45778], [-1.39652, 2.54020, -3.32638], [1.06908, 2.01450, -3.41788], [1.36418, 3.48720, -3.30988], [2.11758, 1.09280, -3.52768], [3.53548, 1.55780, -3.68108], [3.30028, -1.56650, -4.46978], [2.58598, -2.20980, -2.99398], [3.76928, -0.91570, -2.89908], [0.09578, -2.71450, -3.03128], [1.03658, -2.63560, -4.51928], [-0.68292, -2.30280, -4.55968], [-2.16142, -1.16630, -3.34538], [-2.09932, -0.45040, -4.95308], [-2.68062, 0.49170, -3.58938], [-1.98572, 2.55610, -4.24158], [-1.05772, 3.55080, -3.13668], [-2.05052, 2.24020, -2.50768], [2.42508, 3.68080, -3.21178], [0.87188, 3.92370, -2.44248], [1.00528, 4.00570, -4.19848], [3.95208, 1.88280, -2.72808], [3.58248, 2.39280, -4.37648], [4.16648, 0.77190, -4.08018], [-2.73592, -5.97180, 4.75292], [-1.99972, -4.55600, 4.10402], [-2.14142, -3.33550, 4.75562], [-1.55482, -2.19660, 4.23002], [-0.81212, -2.28270, 3.06102], [-0.68052, -3.50310, 2.40732], [-1.26592, -4.63870, 2.92632], [-0.09182, -1.08860, 2.46222], [-0.28202, 0.02480, 2.99172], [0.65088, -1.34970, 1.50552], [-2.70902, -3.27740, 5.67112], [-1.66242, -1.24730, 4.72962], [-0.09742, -3.54890, 1.50032], [-1.14992, -5.58260, 2.42022]],
  "mulliken_charge": [1.175, 0.253, -0.258, -0.183, -0.705, 0.245, 0.128, -0.623, 1.650, -1.700, 0.132, -1.382, 0.845, -1.030, -0.600, -1.161, -0.206, 0.244, -0.622, 0.504, 0.520, 0.470, 0.091, 0.464, 0.537, 0.555, 0.450, 0.543, 0.519, 0.474, -2.656, 0.818, 0.988, -2.279, 1.441, -2.493, 1.137, -2.316, 1.605, -2.483, 0.914, -2.353, 0.468, 0.454, 0.515, 0.270, 0.509, 0.471, 0.470, 0.459, 0.452, 0.452, 0.467, 0.321, 0.444, 0.365, 0.431, 0.332, 0.514, 0.457, -0.195, 0.371, -0.993, -0.020, 0.190, -0.130, -0.992, 0.948, -0.622, -0.930, 0.445, 0.475, 0.511, 0.442],
  "molar_mass_g_mol": 987.3,
  "fmax_ev_per_a": 1.97,
  "lumo_ev": -6.00,
  "total_charge": 1,
  "e_homo_ha": -0.3856,
  "homo_lumo_gap_ev": 4.50,
  "energy_ev": -76253.483,
  "de_lowest_ev": 1.070
}


Entry 3:
{
  "formula": "C15H25BrN2",
  "method": "ωB97M-V with the def2-TZVPD basis set",
  "species": ["C", "C", "N", "C", "C", "C", "C", "N", "C", "C", "C", "C", "C", "C", "C", "C", "C", "Br", "H", "H", "H", "H", "H", "H", "H", "H", "H", "H", "H", "H", "H", "H", "H", "H", "H", "H", "H", "H", "H", "H", "H", "H", "H"],
  "positions_angstrom": [[2.48722, 2.16682, -1.58577], [1.98908, 0.87259, -0.94657], [0.87905, 0.32276, -1.69445], [-0.38483, 1.02685, -1.52772], [-0.93046, 1.48685, -2.87805], [0.76369, -1.11590, -1.66535], [0.54135, -1.75824, -0.27988], [-0.80927, -1.56509, 0.23111], [-1.74200, -2.54250, -0.31301], [-3.17819, -2.03259, -0.33067], [-0.84027, -1.53500, 1.68994], [-0.17749, -0.28691, 2.19958], [1.09592, -0.33476, 2.75718], [1.75374, 0.81346, 3.16128], [1.14320, 2.04694, 3.01374], [-0.13264, 2.12121, 2.48507], [-0.77850, 0.96222, 2.08963], [-2.55021, 1.13032, 1.42068], [3.36849, 2.52746, -1.06037], [2.74323, 1.98728, -2.62623], [1.72262, 2.93777, -1.54737], [1.73452, 1.06864, 0.11101], [2.80157, 0.14081, -0.96263], [-1.11706, 0.37601, -1.04299], [-0.23490, 1.89908, -0.88557], [-1.87388, 2.01015, -2.74165], [-0.22305, 2.15223, -3.36558], [-1.09674, 0.63149, -3.52773], [-0.05250, -1.38958, -2.33681], [1.68922, -1.53215, -2.07789], [0.79057, -2.83251, -0.33935], [1.24509, -1.29646, 0.41438], [-1.68655, -3.49399, 0.24574], [-1.43959, -2.74828, -1.34183], [-3.22982, -1.08337, -0.85651], [-3.56959, -1.88735, 0.67242], [-3.81294, -2.75237, -0.84166], [-0.34613, -2.42229, 2.12618], [-1.88674, -1.54469, 2.00289], [1.57710, -1.29561, 2.87544], [2.74412, 0.74474, 3.58511], [1.65201, 2.94970, 3.31516], [-0.62844, 3.07427, 2.37910]],
  "mulliken_charge": [-1.527, 0.164, 0.312, 0.346, -1.614, -1.260, -0.767, 1.138, -0.807, -1.255, -1.677, 0.574, -0.128, -0.725, -0.571, -0.500, 0.076, -0.103, 0.471, 0.364, 0.287, -0.217, 0.484, -0.422, 0.459, 0.422, 0.345, 0.289, 0.388, 0.423, 0.363, 0.363, 0.364, 0.430, 0.219, 0.284, 0.449, 0.359, 0.598, 0.389, 0.386, 0.394, 0.431],
  "molar_mass_g_mol": 313.3,
  "fmax_ev_per_a": 0.52,
  "lumo_ev": 0.81,
  "e_homo_ha": -0.2818,
  "homo_lumo_gap_ev": 8.48,
  "energy_ev": -88983.098,
  "de_lowest_ev": 0.000
}